[1]
Computed, not measured: the ion C4H11INS with charge +1, with wB97M-V/def2-TZVPD.

```
! wB97M-V def2-TZVPD RIJCOSX def2/J DEFGRID3
* xyz 1 1
C 0.144 -1.431 -1.710
C 0.183 0.931 3.167
C 0.174 -0.150 -0.892
C -0.310 -0.425 0.489
N -0.765 0.960 -1.411
S -0.069 1.379 1.465
I -2.410 -0.926 0.604
H -0.794 -1.789 -1.809
H 0.513 -2.206 -1.155
H 0.769 -1.361 -2.699
H -0.813 0.618 3.661
H 0.634 1.697 3.600
H 0.743 0.120 3.268
H 1.144 0.172 -0.704
H 0.370 -1.096 0.875
H -0.524 1.456 -2.306
H -0.842 1.717 -0.763
H -1.832 0.740 -1.276
*
```

Output
* highest occupied orbital energy: -12.69 eV

natural (NBO) atomic charge list, values in e, 4 entries: C -0.6330; C -0.7051; C -0.1110; C -0.3735

***

[2]
Computed, not measured: a structure of composition C29H24BrN6O2RhS2, with wB97M-V/def2-TZVPD.

```
! wB97M-V def2-TZVPD RIJCOSX def2/J DEFGRID3
* xyz 0 1
Rh -0.397 -0.226 -0.098
C -3.170 4.564 -2.363
C -3.827 3.419 -1.598
N -3.181 3.168 -0.332
C -2.165 2.291 -0.164
S -1.905 1.006 -1.345
N -1.419 2.362 0.896
N -0.588 1.376 1.151
C 0.323 1.464 2.150
C 0.377 2.696 3.005
C 1.165 0.350 2.308
C 2.098 0.191 3.367
C 2.939 -0.885 3.379
C 2.856 -1.841 2.351
C 1.889 -1.677 1.381
N 1.067 -0.643 1.358
H -3.722 4.769 -3.277
H -2.142 4.311 -2.617
H -3.171 5.464 -1.751
H -3.784 2.495 -2.178
H -4.874 3.664 -1.392
H -3.161 3.942 0.320
H -0.086 3.520 2.468
H 1.402 2.965 3.248
H -0.169 2.555 3.940
H 2.125 0.926 4.155
H 3.660 -1.014 4.173
H 3.528 -2.681 2.313
H 1.772 -2.408 0.587
S -1.862 -4.326 1.724
C -1.804 -3.295 3.127
C -1.901 -3.642 4.464
C -1.804 -2.635 5.403
C -1.629 -1.308 5.015
C -1.554 -0.954 3.686
C -1.622 -1.956 2.724
N -1.523 -1.792 1.377
C -1.620 -2.912 0.722
C -1.422 -2.955 -0.700
C -1.759 -4.078 -1.457
C -1.509 -4.094 -2.812
C -0.899 -3.002 -3.412
C -0.577 -1.874 -2.669
C -0.823 -1.829 -1.303
H -2.043 -4.671 4.755
H -1.865 -2.879 6.454
H -1.552 -0.546 5.773
H -1.443 0.069 3.370
H -2.229 -4.919 -0.967
H -1.787 -4.951 -3.407
H -0.682 -3.021 -4.469
H -0.118 -1.027 -3.163
Br 2.546 6.002 -4.285
C 2.171 4.866 -2.808
C 1.767 5.412 -1.597
N 1.500 4.661 -0.548
C 1.604 3.348 -0.648
C 1.982 2.711 -1.826
C 2.284 3.493 -2.931
C 2.062 1.178 -1.953
O 2.604 0.723 -2.946
O 1.566 0.552 -0.979
H 1.665 6.482 -1.472
H 1.387 2.787 0.250
H 2.603 3.016 -3.846
*
```

Output
* highest occupied orbital energy: -7.97 eV

natural (NBO) atomic charge list, values in e, 4 entries: Rh 0.9167; C -0.6173; C -0.2194; N -0.5636

***

[3]
Computed, not measured: a cluster of 4 separate species, C24H43ClN5O9S in total, with wB97M-V/def2-TZVPD.

```
! wB97M-V def2-TZVPD RIJCOSX def2/J DEFGRID3
* xyz 1 1
C 3.418 2.557 -0.590
C 3.831 1.127 -0.969
C 3.039 0.604 -2.120
O 3.531 0.394 -3.183
O 1.710 0.422 -1.886
C 1.240 -0.784 -2.522
C 0.218 -1.540 -1.703
O -0.872 -0.725 -1.245
C -1.154 -0.713 0.069
O -2.249 -0.928 0.461
C -0.087 -0.342 1.048
C 0.614 -1.326 1.713
C 1.611 -1.018 2.634
C 2.429 -2.068 3.315
C 2.736 -3.225 2.344
C 4.133 -3.844 2.506
C 5.114 -3.402 1.420
S 4.572 -3.621 -0.272
O 5.660 -4.016 -1.091
O 3.884 -2.413 -0.639
Cl 3.155 -5.088 -0.226
N 1.835 0.284 2.855
C 1.163 1.285 2.257
C 0.176 1.011 1.322
N -0.537 2.000 0.686
H 2.336 2.655 -0.626
H 3.712 2.770 0.431
H 3.838 3.290 -1.266
H 4.882 1.140 -1.225
H 3.712 0.459 -0.116
H 2.095 -1.424 -2.704
H 0.771 -0.541 -3.471
H -0.171 -2.303 -2.373
H 0.725 -2.075 -0.902
H 0.381 -2.358 1.512
H 1.849 -2.428 4.164
H 3.339 -1.642 3.734
H 2.010 -4.010 2.522
H 2.606 -2.860 1.334
H 4.589 -3.602 3.461
H 4.039 -4.923 2.480
H 6.013 -4.006 1.511
H 5.436 -2.374 1.537
H 2.566 0.521 3.512
H 1.424 2.300 2.494
H -0.541 1.909 -0.321
H -0.246 2.923 0.985
C -3.681 2.249 1.730
C -4.845 2.848 2.484
O -4.955 4.052 2.641
N -5.772 1.990 2.986
C -5.799 0.542 2.893
H -3.035 3.054 1.396
H -3.107 1.586 2.379
H -4.029 1.695 0.857
H -6.522 2.449 3.478
H -6.709 0.219 2.385
H -5.789 0.105 3.893
H -4.941 0.171 2.340
C -3.813 -3.974 -4.211
C -2.687 -4.432 -3.315
O -1.523 -4.427 -3.687
N -3.016 -4.857 -2.067
C -4.334 -4.931 -1.460
H -3.392 -3.670 -5.164
H -4.522 -4.784 -4.383
H -4.334 -3.125 -3.769
H -2.224 -5.154 -1.521
H -4.364 -4.311 -0.562
H -4.555 -5.961 -1.177
H -5.098 -4.586 -2.147
C 1.399 6.122 -1.587
C 0.232 5.545 -0.826
O 0.391 4.712 0.066
N -1.003 5.973 -1.152
C -1.382 6.943 -2.167
H 2.314 5.679 -1.207
H 1.314 5.895 -2.649
H 1.449 7.202 -1.450
H -1.739 5.553 -0.603
H -1.907 7.776 -1.700
H -2.048 6.475 -2.892
H -0.511 7.324 -2.686
*
```

Output
* highest occupied orbital energy: -11.14 eV

Löwdin atomic charge list, values in e, 4 entries: C -0.0736; C -0.1372; C -0.5154; O 0.1566

***

[4]
Computed, not measured: a cluster of 2 separate species, C8H11O3P in total, with wB97M-V/def2-TZVPD.

```
! wB97M-V def2-TZVPD RIJCOSX def2/J DEFGRID3
* xyz 0 1
C -0.487 0.530 -1.340
C -1.824 0.764 -1.383
C -1.007 -1.350 0.162
C -0.166 -0.489 -0.416
C 2.892 -1.147 -0.020
C -2.764 0.275 -0.264
C -2.509 -1.218 -0.115
C 1.701 0.763 1.980
O 3.625 -2.020 0.257
O 2.182 0.675 -1.888
O 1.540 1.012 0.591
P 2.695 0.543 -0.535
H 0.256 0.796 -2.068
H -2.279 1.481 -2.020
H -0.573 -2.306 0.401
H -2.365 0.852 0.625
H -3.822 0.584 -0.441
H -2.825 -1.639 -1.011
H -3.090 -1.637 0.790
H 2.489 1.319 2.415
H 1.984 -0.270 1.988
H 0.656 1.001 2.509
H 3.691 1.480 -0.215
*
```

Output
* highest occupied orbital energy (spin up / spin down): -8.16 / -8.11 eV

natural (NBO) atomic charge list, values in e, 4 entries: C -0.3680; C -0.1438; C -0.3626; C 0.1582

***

[5]
Computed, not measured: a structure of composition C6H13F3HgNO8S, with wB97M-V/def2-TZVPD.

```
! wB97M-V def2-TZVPD RIJCOSX def2/J DEFGRID3
* xyz -3 1
Hg -0.507 0.402 -0.938
O 0.693 0.885 -2.675
H 1.312 1.601 -2.433
O -2.150 1.343 -2.288
H -2.732 0.576 -2.456
O -1.849 -0.298 0.756
C -2.525 -1.498 0.561
C -2.324 -2.251 -0.822
O -1.217 -1.847 -1.686
H -3.599 -1.384 0.706
H -2.256 -2.213 1.339
H -3.306 -2.278 -1.294
H -2.176 -3.295 -0.547
C -0.280 5.342 -0.577
F -1.501 4.881 -0.348
F -0.489 6.285 -1.546
F 0.087 5.801 0.570
S 0.699 3.839 -1.346
O 2.147 4.157 -1.225
O 0.151 2.721 -0.632
O 0.156 3.809 -2.742
C 1.968 -1.501 0.301
O 1.528 -0.379 0.157
N 1.868 -2.067 1.536
C 2.274 -3.431 1.625
C 1.348 -1.473 2.669
H 2.317 -2.179 -0.494
H 1.432 -4.027 1.978
H 3.077 -3.548 2.352
H 2.324 -3.969 0.678
H 0.940 -0.482 2.469
H 0.485 -2.097 2.897
H 2.103 -1.425 3.453
*
```

Output
* highest occupied orbital energy: 3.61 eV

natural (NBO) atomic charge list, values in e, 4 entries: Hg 1.6366; O -1.2486; H 0.4014; O -1.3243

***

[6]
Computed, not measured: a structure of composition C27H10Cl7CoF3N4O2SeSi, with wB97M-V/def2-TZVPD.

```
! wB97M-V def2-TZVPD RIJCOSX def2/J DEFGRID3
* xyz -1 5
Co 0.265 -0.460 1.148
Cl -3.124 -6.457 1.393
C -2.083 -5.132 1.735
C -1.267 -5.164 2.895
Cl -1.344 -6.521 3.947
C -0.413 -4.120 3.186
Cl 0.599 -4.147 4.577
C -0.347 -2.994 2.337
O 0.419 -2.009 2.514
C -1.207 -2.946 1.156
O -1.128 -1.911 0.450
C -2.047 -4.051 0.880
Cl -3.015 -3.996 -0.541
Se 6.710 -0.495 -3.211
N 6.427 -0.547 -1.438
C 5.120 -0.550 -1.260
C 4.493 -0.602 0.033
C 5.207 -0.683 1.227
C 4.529 -0.786 2.424
C 3.129 -0.776 2.411
N 2.422 -0.659 1.308
C 3.068 -0.597 0.106
C 2.280 -0.575 -1.060
N 0.926 -0.608 -0.907
C 0.156 -0.645 -1.969
C 0.661 -0.632 -3.275
C 2.027 -0.577 -3.462
C 2.874 -0.552 -2.357
C 4.308 -0.524 -2.458
N 4.957 -0.499 -3.606
H 6.289 -0.675 1.188
H 5.051 -0.870 3.366
H 2.577 -0.870 3.338
H -0.910 -0.683 -1.785
H -0.021 -0.666 -4.113
H 2.464 -0.562 -4.452
Cl -1.446 2.220 3.335
Si 0.174 0.978 2.950
Cl 1.740 2.348 2.769
Cl 0.482 0.122 4.802
F -5.367 5.424 -3.518
C -5.455 5.288 -2.181
F -5.292 6.522 -1.648
F -6.730 4.927 -1.906
C -4.466 4.310 -1.631
C -4.454 4.086 -0.258
C -3.544 3.201 0.285
C -2.636 2.526 -0.541
C -2.667 2.754 -1.919
C -3.576 3.646 -2.462
C -1.694 1.623 0.032
C -0.878 0.880 0.530
H -5.160 4.610 0.373
H -3.517 3.017 1.350
H -1.968 2.231 -2.557
H -3.601 3.827 -3.528
*
```

Output
* highest occupied orbital energy (spin up / spin down): -2.64 / -5.89 eV

natural (NBO) atomic charge list, values in e, 4 entries: Co 1.1260; Cl 0.0495; C -0.0778; C -0.0767